19
Properties=species:S:1:pos:R:3:lowdin_charge:R:1 method="wB97M-V/def2-TZVPD" e_tot_ha=-311.00000 smiles="C=C(C)CCOC" e_homo_ev=-9.1
C -1.453 0.460 0.824 0.038
C -0.153 0.596 1.072 -0.375
C 0.487 0.139 2.354 -0.058
C 0.758 1.014 -0.054 -0.144
C 1.108 -0.243 -0.898 -0.219
O 0.080 -1.203 -0.968 -0.209
C -0.888 -1.045 -1.977 -0.122
H -1.866 0.772 -0.134 0.059
H -2.129 -0.031 1.518 0.067
H -0.231 -0.389 2.986 0.076
H 0.889 0.980 2.931 0.081
H 1.325 -0.538 2.151 0.081
H 0.282 1.784 -0.669 0.109
H 1.699 1.444 0.314 0.115
H 1.440 0.051 -1.904 0.122
H 1.936 -0.762 -0.408 0.118
H -1.190 0.000 -2.147 0.083
H -1.775 -1.599 -1.651 0.093
H -0.536 -1.472 -2.929 0.088